*A*
This record from the Open Molecules 2025 dataset describes an isolated molecule of C3H6O. The level of theory is ωB97M-V with the def2-TZVPD basis set.

Computed properties:
E_HOMO = -10.026 eV
Lowest unoccupied orbital energy = 1.078 eV
Structure (SMILES) = OC1CC1

ORCA input file:
```
! wB97M-V def2-TZVPD RIJCOSX def2/J DEFGRID3
* xyz 0 1
O 1.70 -0.19 -0.23
C -0.69 -0.79 -0.18
C 0.49 -0.10 0.45
C -0.61 0.72 -0.15
H -0.38 1.20 -1.10
H -1.40 -1.30 0.44
H 0.53 -0.17 1.53
H -1.29 1.25 0.49
H 2.17 0.65 -0.11
H -0.52 -1.27 -1.13
*
```



*B*
This record from the Open Molecules 2025 dataset describes an isolated molecule of C3H6O. The level of theory is ωB97M-V with the def2-TZVPD basis set.

Computed properties:
E_HOMO = -9.433 eV
Lowest unoccupied orbital energy = 0.969 eV
Structure (SMILES) = OC1CC1

ORCA input file:
```
! wB97M-V def2-TZVPD RIJCOSX def2/J DEFGRID3
* xyz 0 1
O -1.05 0.82 1.01
C -0.12 -0.02 -1.08
C 0.37 -0.90 0.05
C 0.13 0.53 0.35
H -1.20 -0.09 -1.33
H 1.38 -1.22 0.01
H 0.95 1.21 0.57
H -0.38 -1.67 0.21
H -0.71 1.01 1.98
H 0.64 0.35 -1.76
*
```



*C*
This record from the Open Molecules 2025 dataset describes an isolated molecule of C3H6O. The level of theory is ωB97M-V with the def2-TZVPD basis set.

Computed properties:
E_HOMO = -10.003 eV
Lowest unoccupied orbital energy = 0.964 eV
Structure (SMILES) = CCC=O

ORCA input file:
```
! wB97M-V def2-TZVPD RIJCOSX def2/J DEFGRID3
* xyz 0 1
O -1.46 -0.29 1.31
C 1.07 0.30 0.36
C -0.05 -0.06 -0.56
C -1.30 -0.45 0.12
H 1.58 -0.68 0.79
H 0.49 0.87 1.29
H 0.30 -0.76 -1.42
H -0.32 0.86 -1.11
H 1.80 1.11 -0.24
H -2.10 -0.91 -0.56
*
```



It comes down to *A*, which is 19.2 kJ/mol more stable than the next structure.



*A*
This record from the Open Molecules 2025 dataset describes an isolated molecule of C3H6O. The level of theory is ωB97M-V with the def2-TZVPD basis set.

Computed properties:
E_HOMO (spin up / spin down) = -8.323 / -7.958 eV
Lowest unoccupied orbital energy (spin up / spin down) = 0.288 / 0.212 eV

ORCA input file:
```
! wB97M-V def2-TZVPD RIJCOSX def2/J DEFGRID3
* xyz 0 1
O 1.51 -0.62 -0.09
C -0.05 1.30 -0.29
C 0.24 -0.35 -0.58
C -0.85 -0.66 0.27
H -0.87 1.81 0.23
H 0.21 -0.61 -1.63
H -1.82 -0.85 -0.20
H 0.90 1.68 0.13
H 1.46 -0.64 0.88
H -0.75 -1.06 1.28
*
```



*B*
This record from the Open Molecules 2025 dataset describes an isolated molecule of C3H6O. The level of theory is ωB97M-V with the def2-TZVPD basis set.

Computed properties:
E_HOMO = -8.434 eV
Lowest unoccupied orbital energy = 1.194 eV
Structure (SMILES) = C[C@H]1CO1

ORCA input file:
```
! wB97M-V def2-TZVPD RIJCOSX def2/J DEFGRID3
* xyz 0 1
O 0.43 0.27 1.62
C 0.76 -0.52 -0.83
C -0.83 0.85 1.34
C 0.67 0.49 0.25
H 1.09 1.44 0.04
H 0.76 -0.13 -1.82
H -1.01 1.83 1.64
H -1.59 0.23 0.95
H -0.11 -1.13 -0.74
H 1.66 -1.14 -0.69
*
```



*C*
This record from the Open Molecules 2025 dataset describes a structure of composition C3H6O. The level of theory is ωB97M-V with the def2-TZVPD basis set.

Computed properties:
E_HOMO = -9.321 eV
Lowest unoccupied orbital energy = 0.308 eV

ORCA input file:
```
! wB97M-V def2-TZVPD RIJCOSX def2/J DEFGRID3
* xyz 0 1
O -0.31 1.51 -1.05
C -0.17 0.50 -0.35
C -1.12 0.04 0.62
C 1.11 -0.28 -0.25
H -1.03 -0.92 1.13
H 1.59 -0.25 -1.22
H 1.66 0.33 0.48
H 1.02 -1.30 0.14
H -1.11 -0.44 -0.72
H -1.64 0.81 1.22
*
```



It comes down to *C*, which is 11.4 kJ/mol more stable than the next structure.



*A*
This record from the Open Molecules 2025 dataset describes the ion C2HO4S with charge -1. The level of theory is ωB97M-V with the def2-TZVPD basis set.

Computed properties:
E_HOMO = -4.843 eV
Lowest unoccupied orbital energy = 3.986 eV

ORCA input file:
```
! wB97M-V def2-TZVPD RIJCOSX def2/J DEFGRID3
* xyz -1 1
S 0.37 0.84 -0.28
O -0.73 2.18 0.49
O 1.52 1.55 -0.90
O -0.38 -0.22 -1.35
O -0.97 -2.27 -0.27
C 0.42 -0.50 0.70
C -0.46 -1.21 -0.13
H 0.23 -0.38 1.74
*
```



*B*
This record from the Open Molecules 2025 dataset describes the ion C2HO4S with charge -1. The level of theory is ωB97M-V with the def2-TZVPD basis set.

Computed properties:
E_HOMO = -4.231 eV
Lowest unoccupied orbital energy = 4.021 eV

ORCA input file:
```
! wB97M-V def2-TZVPD RIJCOSX def2/J DEFGRID3
* xyz -1 1
S -0.57 0.84 0.02
O -1.81 1.46 -0.39
O 1.58 -1.60 -0.77
O 0.14 0.15 -1.29
O 0.36 1.81 0.54
C -0.44 -0.77 0.69
C 0.62 -0.87 -0.53
H 0.12 -1.01 1.72
*
```



*C*
This record from the Open Molecules 2025 dataset describes a structure of composition C2HO4S. The level of theory is ωB97M-V with the def2-TZVPD basis set.

Computed properties:
E_HOMO = -4.025 eV
Lowest unoccupied orbital energy = 3.280 eV

ORCA input file:
```
! wB97M-V def2-TZVPD RIJCOSX def2/J DEFGRID3
* xyz -1 1
S 1.18 -2.00 -1.15
O 0.72 -0.83 2.62
O 1.91 -0.67 -0.50
O -0.95 0.49 1.89
O -0.17 -1.76 -0.17
C 0.03 -0.26 1.80
C 0.23 -0.50 0.25
H -0.15 0.30 -0.38
*
```



It comes down to *B*, which is 109.0 kJ/mol more stable than the next structure.



*A*
This record from the Open Molecules 2025 dataset describes a cluster of 2 separate species, C4H12NO3 in total. The level of theory is ωB97M-V with the def2-TZVPD basis set.

Computed properties:
E_HOMO = -12.550 eV
Lowest unoccupied orbital energy = -3.373 eV

ORCA input file:
```
! wB97M-V def2-TZVPD RIJCOSX def2/J DEFGRID3
* xyz 1 1
O 1.44 -1.40 0.43
O 0.47 2.64 0.48
O 2.59 1.92 0.62
N -0.55 -0.19 -0.30
C 1.31 1.74 1.08
C -1.03 -1.14 -1.32
C -1.22 -0.16 0.99
C 0.87 -0.17 -0.21
H -2.01 -1.14 -1.45
H 1.05 1.35 2.06
H -0.79 -0.97 1.61
H -1.06 0.83 1.65
H -0.58 -2.01 -1.16
H -0.67 -0.76 -2.35
H -2.34 -0.14 0.79
H -0.65 0.75 -0.88
H 1.27 0.16 -1.13
H 0.76 2.94 -0.41
H 3.12 1.24 1.00
H 1.45 -2.17 -0.13
*
```



*B*
This record from the Open Molecules 2025 dataset describes a cluster of 2 separate species, C4H12NO3 in total. The level of theory is ωB97M-V with the def2-TZVPD basis set.

Computed properties:
E_HOMO = -14.331 eV
Lowest unoccupied orbital energy = -3.859 eV

ORCA input file:
```
! wB97M-V def2-TZVPD RIJCOSX def2/J DEFGRID3
* xyz 1 1
O -1.41 1.42 2.20
O 4.06 -1.02 -0.70
O -0.88 2.33 0.18
N -1.46 -1.09 1.28
C -0.90 -0.14 -1.02
C -1.07 1.45 0.96
C 0.48 0.27 -1.58
C -0.78 -0.10 0.49
H 0.71 1.32 -1.27
H -1.47 2.10 2.82
H -2.11 -1.59 0.64
H -1.08 -1.16 -1.38
H -0.79 -1.83 1.75
H 4.73 -0.46 -0.62
H -2.03 -0.64 2.02
H 0.36 0.53 -2.59
H 0.27 -0.11 0.86
H 1.19 -0.47 -1.27
H 3.94 -1.18 -1.55
H -1.76 0.34 -1.22
*
```



*C*
This record from the Open Molecules 2025 dataset describes a cluster of 2 separate species, C4H12NO3 in total. The level of theory is ωB97M-V with the def2-TZVPD basis set.

Computed properties:
E_HOMO = -14.075 eV
Lowest unoccupied orbital energy = -3.616 eV

ORCA input file:
```
! wB97M-V def2-TZVPD RIJCOSX def2/J DEFGRID3
* xyz 1 1
O 1.07 -2.36 1.61
O -1.01 -1.73 2.19
O -2.59 1.84 -4.38
N -1.20 0.29 0.69
C 0.10 -0.46 0.52
C 2.53 0.01 0.00
C 1.27 0.46 0.79
C 0.14 -1.64 1.49
H 1.58 0.56 1.81
H -1.01 -2.40 2.88
H 0.15 -0.86 -0.50
H -2.00 -0.31 0.92
H -3.20 2.58 -4.48
H -1.38 0.87 -0.13
H 1.09 1.48 0.48
H 3.37 0.60 0.34
H -1.13 0.85 1.54
H 2.71 -1.06 0.15
H 2.40 0.23 -1.06
H -2.89 1.05 -4.87
*
```



It comes down to *C*, which is 173.7 kJ/mol more stable than the next structure.



*A*
This record from the Open Molecules 2025 dataset describes a structure of composition C5H3NO. The level of theory is ωB97M-V with the def2-TZVPD basis set.

Computed properties:
E_HOMO = -9.586 eV
Lowest unoccupied orbital energy = 0.127 eV

ORCA input file:
```
! wB97M-V def2-TZVPD RIJCOSX def2/J DEFGRID3
* xyz 0 1
O -0.77 2.26 0.29
N 2.38 0.39 -2.42
C -0.52 1.12 0.33
C 0.02 -0.98 0.09
C -0.90 -0.19 0.97
C 0.65 -0.06 -0.65
C 1.59 0.13 -1.63
H -1.97 -0.41 0.90
H 0.14 -2.06 0.08
H -0.63 -0.21 2.04
*
```



*B*
This record from the Open Molecules 2025 dataset describes a cluster of 2 separate species, C5H3NO in total. The level of theory is ωB97M-V with the def2-TZVPD basis set.

Computed properties:
E_HOMO = -10.066 eV
Lowest unoccupied orbital energy = -1.880 eV

ORCA input file:
```
! wB97M-V def2-TZVPD RIJCOSX def2/J DEFGRID3
* xyz 0 1
O -1.15 1.70 0.77
N 2.96 -0.75 -0.01
C -0.05 1.37 0.44
C 1.96 -0.14 -0.04
C -0.82 -1.49 -0.45
C 0.77 0.54 -0.20
C -1.84 -0.87 -0.26
H 0.90 2.08 0.46
H -2.74 -0.31 -0.10
H 0.02 -2.13 -0.62
*
```



It comes down to *A*, which is 338.8 kJ/mol more stable than the next structure.